(1)
Density functional theory data (ωB97M-V with the def2-TZVPD basis set) for a 13-piece molecular cluster, H26O13 overall in a non-equilibrium geometry.

Computed properties:
HOMO energy, eV: -11.1
Relative energy (zero: lowest compared OMol25 entry of this formula, charge and spin), kJ/mol: 44.8
HOMO-LUMO gap, eV: 11.2144

The geometry in ORCA input format:
```
! RIJCOSX wB97M-V def2-TZVPD def2/J DEFGRID3
* xyz 0 1
O 0.650 3.073 1.732
H 0.745 3.258 0.749
H 1.540 3.026 2.039
O -0.584 3.624 -0.610
H -0.752 3.399 -1.504
H -1.129 2.999 -0.117
O 3.188 1.353 2.557
H 3.781 1.380 1.822
H 2.815 0.454 2.471
O -1.892 2.398 2.224
H -0.967 2.688 2.100
H -2.278 3.083 2.826
O 2.412 -0.473 -1.998
H 2.458 0.497 -1.929
H 1.480 -0.711 -1.997
O -2.571 -3.029 -1.311
H -2.874 -2.198 -1.706
H -3.292 -3.678 -1.323
O 0.454 -2.286 -1.666
H -0.235 -2.575 -2.288
H -0.011 -2.287 -0.855
O -2.168 -0.294 -2.137
H -1.238 -0.470 -2.185
H -2.274 0.275 -1.342
O -2.069 -1.671 1.008
H -1.415 -1.930 1.656
H -2.127 -2.397 0.372
O 1.887 -1.287 1.135
H 2.775 -1.565 0.899
H 1.596 -0.767 0.366
O -3.102 0.790 0.068
H -2.901 1.575 0.643
H -3.051 -0.024 0.604
O -0.105 0.234 -0.246
H -0.743 -0.230 0.312
H 0.116 1.042 0.262
O 4.168 -2.345 -0.524
H 3.793 -1.748 -1.168
H 3.920 -3.185 -0.938
*
```

***

(2)
Density functional theory data (ωB97M-V with the def2-TZVPD basis set) for C13H33AlBBrCaClF7N6O8PS3 as an isolated structure in a non-equilibrium geometry.

Computed properties:
HOMO energy, eV: -9.5
HOMO-LUMO gap, eV: 1.4801

The geometry in ORCA input format:
```
! RIJCOSX wB97M-V def2-TZVPD def2/J DEFGRID3
* xyz 1 1
C -5.213 0.664 -0.037
C -4.796 -0.825 -0.677
P -3.765 -1.862 0.540
C -3.767 -3.652 -0.228
C -1.935 -1.340 0.648
C -0.894 -2.348 -0.188
C 0.681 -1.868 0.100
N 1.517 -3.095 0.370
N 0.802 -0.756 1.111
N 0.918 -1.208 2.416
C -0.234 0.329 0.948
N 0.131 1.600 1.412
N -1.651 0.119 0.372
C -1.495 0.436 -1.096
C -1.467 2.083 -1.392
C -2.576 2.533 -2.513
O -2.500 1.736 -3.775
H -6.194 0.982 -0.630
H -5.500 0.492 1.087
H -4.305 1.380 -0.211
H -4.373 -0.749 -1.769
H -5.843 -1.388 -0.789
H -3.216 -4.436 0.456
H -3.315 -3.554 -1.303
H -4.910 -3.970 -0.351
H -1.630 -1.511 1.791
H -0.953 -3.447 0.271
H -1.079 -2.342 -1.343
H 1.067 -1.420 -0.937
H 2.538 -2.945 0.222
H 1.296 -3.559 1.277
H 0.436 -0.491 3.012
H 0.342 -2.087 2.567
H -0.511 2.247 1.919
H 1.154 1.855 1.294
H -0.469 0.045 -1.565
H -2.337 0.015 -1.793
H -0.399 2.395 -1.824
H -1.623 2.640 -0.373
H -3.680 2.441 -2.116
H -2.410 3.666 -2.845
H -3.359 1.188 -3.787
N -0.293 -2.987 -5.311
S -1.758 -2.544 -4.960
O -2.581 -2.021 -6.045
O -1.993 -1.964 -3.643
F -2.430 -3.985 -4.760
S 0.619 -1.752 -5.646
O 1.881 -2.109 -6.292
O 0.737 -0.691 -4.652
F -0.142 -1.022 -6.843
Ca -3.139 -0.522 -3.474
O 1.861 2.359 3.979
S 3.309 2.301 3.946
O 4.021 1.320 3.159
O 3.869 2.253 5.478
C 3.417 1.210 6.333
C 4.051 -0.121 5.974
C 3.931 3.908 3.521
H 2.324 1.146 6.318
H 3.711 1.480 7.353
H 3.731 -0.457 4.984
H 3.772 -0.893 6.695
H 5.142 -0.034 5.948
H 3.430 4.660 4.131
H 3.717 4.077 2.463
H 5.010 3.924 3.686
B 4.542 3.041 -0.338
F 4.970 4.132 0.523
F 3.389 2.382 0.252
F 4.184 3.567 -1.645
F 5.627 2.084 -0.482
Br -1.891 -3.455 -2.393
Cl 6.465 -0.005 -0.315
Al 2.219 0.011 -0.446
F -0.186 0.712 -7.768
*
```

***

(3)
Density functional theory data (ωB97M-V with the def2-TZVPD basis set) for a 3-piece molecular cluster, C14H35BN5O overall in a non-equilibrium geometry.

Computed properties:
HOMO energy, eV: -12.7
HOMO-LUMO gap, eV: 8.7694

The geometry in ORCA input format:
```
! RIJCOSX wB97M-V def2-TZVPD def2/J DEFGRID3
* xyz 1 1
N -1.829 -3.370 -1.184
B -2.372 -2.148 -0.771
O -1.571 -1.041 -0.523
C -3.955 -1.990 -0.567
N -4.780 -2.975 -0.926
C -6.015 -2.541 -0.619
N -7.133 -3.263 -0.839
N -5.947 -1.312 -0.093
N -4.639 -0.978 -0.038
H -1.012 -3.610 -0.630
H -2.472 -4.152 -1.145
H -1.464 -0.982 0.434
H -7.803 -3.479 -0.127
H -7.255 -3.679 -1.741
H -6.708 -0.733 0.224
H -4.263 -0.119 0.333
C -1.516 2.285 0.806
C -0.475 1.648 1.724
C -0.127 2.498 2.943
C 0.498 3.853 2.613
C 1.773 3.783 1.773
C 2.915 3.037 2.459
H -1.164 3.223 0.378
H -1.743 1.614 -0.027
H -2.445 2.488 1.347
H 0.428 1.424 1.149
H -0.860 0.682 2.079
H 0.548 1.930 3.587
H -1.034 2.665 3.534
H 0.718 4.368 3.552
H -0.233 4.479 2.094
H 2.099 4.803 1.559
H 1.565 3.321 0.804
H 3.167 3.503 3.413
H 3.809 3.048 1.836
H 2.661 1.992 2.648
C 0.962 -1.675 -2.884
C 1.986 -2.258 -1.914
C 2.251 -1.358 -0.706
C 2.836 0.016 -1.035
C 4.152 -0.013 -1.809
C 5.289 -0.691 -1.049
H 1.307 -0.737 -3.322
H 0.770 -2.367 -3.706
H 0.016 -1.486 -2.380
H 2.917 -2.470 -2.445
H 1.618 -3.223 -1.550
H 2.917 -1.882 -0.015
H 1.310 -1.210 -0.163
H 2.988 0.561 -0.097
H 2.104 0.598 -1.603
H 4.443 1.017 -2.030
H 4.013 -0.504 -2.776
H 5.471 -0.193 -0.095
H 6.212 -0.653 -1.627
H 5.072 -1.742 -0.850
*
```

***

(4)
Density functional theory data (ωB97M-V with the def2-TZVPD basis set) for C2H3NS2 as an isolated structure in a non-equilibrium geometry.

Computed properties:
HOMO energy, eV: -8.8
Relative energy (zero: lowest compared OMol25 entry of this formula, charge and spin), kJ/mol: 118.9
HOMO-LUMO gap, eV: 8.5491

The geometry in ORCA input format:
```
! RIJCOSX wB97M-V def2-TZVPD def2/J DEFGRID3
* xyz 0 1
C 0.898 -1.585 -0.216
C -0.976 1.527 0.311
H 1.016 -1.640 -1.351
H 1.398 -2.352 0.413
H -0.635 1.335 1.353
N 0.396 -0.575 0.350
S -0.085 0.562 -0.838
S -2.013 2.727 -0.022
*
```

***

(5)
Density functional theory data (ωB97M-V with the def2-TZVPD basis set) for an isolated ion of composition C8H18F3N5P and charge +1 in a non-equilibrium geometry.

Computed properties:
HOMO energy, eV: -12.9
SMILES: CC[C@@H]1[C@@H](C(F)(F)F)N(CNC)C(N)=[N+]1[PH2]=N
HOMO-LUMO gap, eV: 9.1414

The geometry in ORCA input format:
```
! RIJCOSX wB97M-V def2-TZVPD def2/J DEFGRID3
* xyz 1 1
C -1.173 -2.622 2.097
C -0.924 -2.194 0.653
C -0.426 -0.754 0.530
C -1.082 -0.075 -0.707
C -2.335 0.749 -0.490
F -2.248 1.630 0.523
F -2.688 1.397 -1.631
F -3.329 -0.123 -0.178
N 0.008 0.445 -1.537
C 0.265 1.905 -1.594
N 0.402 2.468 -0.271
C -0.420 3.682 -0.055
C 1.087 -0.283 -1.124
N 2.033 -0.595 -1.997
N 1.017 -0.596 0.179
P 2.224 -1.627 0.934
N 3.259 -0.809 1.737
H -2.003 -2.064 2.512
H -1.402 -3.677 2.137
H -0.312 -2.449 2.733
H -0.233 -2.904 0.203
H -1.863 -2.316 0.128
H -0.672 -0.266 1.464
H -1.469 -0.910 -1.283
H 1.180 2.025 -2.166
H -0.512 2.370 -2.181
H 1.354 2.785 -0.182
H -1.365 3.597 -0.570
H 0.083 4.584 -0.382
H -0.630 3.771 1.003
H 1.741 -0.753 -2.943
H 3.019 -0.597 -1.807
H 1.519 -2.571 1.686
H 2.776 -2.315 -0.156
H 3.266 -1.061 2.713
*
```

***

(6)
Density functional theory data (ωB97M-V with the def2-TZVPD basis set) for C6H6AuO5 as an isolated structure in a non-equilibrium geometry.

Computed properties:
HOMO energy (spin up / spin down), eV: -23.0 / -25.0
Relative energy (zero: lowest compared OMol25 entry of this formula, charge and spin), kJ/mol: 94.8
HOMO-LUMO gap (spin up / spin down), eV: 9.3908 / 5.9000

The geometry in ORCA input format:
```
! RIJCOSX wB97M-V def2-TZVPD def2/J DEFGRID3
* xyz 3 3
Au 0.386 -0.238 0.478
C 2.227 0.704 0.697
O 3.214 1.218 0.947
C 0.448 -1.349 2.419
O 0.478 -1.816 3.455
C 1.253 -1.686 -0.912
O 1.930 -2.503 -1.331
C -0.659 1.603 1.143
O -0.913 2.637 1.533
C -1.481 -0.338 -1.062
H -2.071 0.572 -1.148
H -1.241 -0.855 -1.989
C -1.604 -1.100 0.117
H -1.486 -2.181 0.066
H -2.264 -0.749 0.910
O 0.662 2.219 -1.417
H 1.306 1.856 -2.051
H -0.186 2.008 -1.854
*
```

***

(7)
Density functional theory data (ωB97M-V with the def2-TZVPD basis set) for a single C5H12O molecule in a non-equilibrium geometry.

Computed properties:
HOMO energy, eV: -9.7
Relative energy (zero: lowest compared OMol25 entry of this formula, charge and spin), kJ/mol: 114.5
SMILES: CC(C)[C@@H](C)O
HOMO-LUMO gap, eV: 10.7165

The geometry in ORCA input format:
```
! RIJCOSX wB97M-V def2-TZVPD def2/J DEFGRID3
* xyz 0 1
C -1.425 1.357 -0.129
C -0.602 0.128 0.252
C -1.324 -1.104 -0.457
C 1.001 0.420 -0.032
C 2.023 -0.284 0.918
O 1.095 -0.082 -1.349
H -1.137 2.195 0.507
H -1.230 1.625 -1.176
H -2.508 1.189 -0.037
H -0.678 -0.103 1.316
H -0.828 -2.081 -0.366
H -2.310 -1.247 0.026
H -1.561 -0.962 -1.524
H 1.435 1.449 -0.159
H 2.610 0.365 1.590
H 2.770 -0.809 0.305
H 1.526 -1.022 1.549
H 1.144 -1.034 -1.232
*
```